Here is a structure of composition C6H2B2F8O4Ti at a distorted geometry from OMol25. Energies are from ωB97M-V/def2-TZVPD.

Geometry as XYZ:
```
23
Properties=species:S:1:pos:R:3:mulliken_spin:R:1
Ti 1.012 -0.924 -0.552 2.0003
C -1.641 2.141 0.183 -0.0548
C -1.064 0.959 -0.278 0.2040
C -1.591 -0.298 0.255 0.1222
O -0.994 -1.436 -0.097 0.0548
C -2.696 -0.218 1.076 -0.0620
C -3.344 0.975 1.514 0.1502
C -2.782 2.251 1.025 0.1463
O -3.247 3.366 1.435 0.1861
O -4.386 0.956 2.261 0.1925
O -0.033 0.897 -1.111 0.0520
H -1.068 3.029 -0.087 -0.0083
H -3.122 -1.189 1.331 -0.0059
B 2.780 0.546 1.193 0.0001
F 2.206 -0.750 1.494 0.0125
F 1.870 1.514 1.563 -0.0003
F 4.011 0.715 1.854 0.0003
F 2.960 0.552 -0.218 0.0042
B 2.238 -2.617 -2.587 -0.0112
F 1.134 -2.223 -3.356 0.0028
F 1.743 -2.932 -1.269 0.0114
F 2.863 -3.750 -3.145 0.0006
F 3.149 -1.562 -2.483 0.0022
```

## Properties
**Expectation value of S²**: 3.777
**Energy**: -60664.0149 eV
**Spin multiplicity**: 4
**Total charge**: -3
**M**: 359.6 g/mol

***

Here is an isolated molecule of C4H8O2 from OMol25. Energies are from ωB97M-V/def2-TZVPD.

Geometry as XYZ:
```
14
Properties=species:S:1:pos:R:3:lowdin_charge:R:1
C 1.612 -1.373 0.844 -0.1195
O 1.074 -0.274 0.156 -0.1789
C -0.228 0.037 0.588 -0.1977
C -0.732 1.190 -0.241 -0.2779
C -1.176 0.945 -1.610 -0.1087
O -2.115 1.162 -0.564 -0.0376
H 1.702 -1.174 1.924 0.0894
H 0.994 -2.276 0.711 0.0905
H 2.606 -1.561 0.431 0.0894
H -0.232 0.294 1.660 0.1325
H -0.913 -0.816 0.443 0.1369
H -0.344 2.177 0.013 0.1489
H -1.136 -0.071 -2.003 0.1194
H -1.111 1.740 -2.352 0.1133
```

## Properties
**SMILES**: COC[C@H]1CO1
**Energy**: -8370.7320 eV
**Spin multiplicity**: 1
**Total charge**: 0
**M**: 88.1 g/mol